Entry from the OMol25 dataset: a molecular structure, C5H6O (wB97M-V/def2-TZVPD).

Element x y z (Å)
C (-0.60, 0.89, -0.70)
H (0.13, -2.03, 1.24)
H (1.63, 1.41, -0.38)
H (-0.72, 0.41, -1.67)
H (-0.41, -1.83, -0.44)
C (1.49, -0.81, -0.03)
C (0.13, -1.35, 0.38)
O (-1.64, 0.47, 0.21)
H (-0.52, 1.97, -0.71)
C (-0.46, 0.00, 0.72)
H (-0.18, 0.43, 1.68)
C (1.14, 0.45, -0.29)

Computed properties:
- Kohn-Sham gap (eV) = 8.527
- electronic energy (eV) = -7322.7450
- 2S+1 = 1
- molecular weight (g mol⁻¹) = 82.10
- relative energy (zero: lowest compared OMol25 entry of this formula, charge and spin) (kcal/mol) = 150.8